Molecular formula: C41H62N4ReS
Method: DFT, the ωB97M-V functional and the def2-TZVPD basis

Output
⟨S²⟩: 0.89
Lowest unoccupied orbital energy (spin up / spin down) in eV: -14.87 / -13.90
Spin multiplicity: 2
Molar mass in g mol⁻¹: 829.2
Kohn-Sham gap (spin up / spin down) in eV: 4.31 / 5.31
Net charge: +4

Atoms and positions in Å:
Re 0.308 -0.135 -0.230
S 0.646 -2.038 -2.182
N 3.226 -2.691 -2.643
N 1.723 -2.909 -4.391
N -1.195 -1.488 0.185
N -1.166 0.326 -1.608
C 1.111 1.139 -3.287
C 1.588 0.122 2.067
C 3.840 0.100 0.892
C 2.438 0.610 1.022
C -0.351 0.562 3.636
C -3.429 2.156 -1.197
C -0.295 -3.147 1.756
C 0.405 -3.415 -6.413
C 4.231 -7.026 -2.100
C 0.467 -4.939 -6.384
C -2.402 -2.018 2.245
C -1.427 3.861 -3.878
C 2.008 -2.554 -3.151
C -0.283 3.078 -3.942
C 2.072 1.783 0.283
C -1.594 -3.786 3.696
C 4.271 -4.840 -3.390
C -3.151 -0.535 -2.823
C -3.433 -0.971 2.000
C -1.218 2.708 1.984
C 2.056 -0.940 3.015
C -2.533 -2.823 3.379
C 0.900 -3.376 0.890
C -3.160 -2.676 -0.734
C -1.212 1.539 -2.323
C -0.646 -5.593 -5.600
C 0.375 0.813 2.362
C -0.148 1.935 -3.160
C 4.335 -5.519 -2.024
C -2.343 2.383 -2.190
C -2.431 3.522 -2.993
C 0.429 3.637 -0.238
C 0.791 2.379 0.482
C -2.131 -0.569 -1.747
C -2.142 -1.602 -0.733
C -0.047 1.904 1.540
C 0.431 -2.743 -5.041
C 3.112 2.501 -0.514
C 4.369 -3.310 -3.315
C -0.466 -3.922 2.899
C -1.290 -2.215 1.393
H -0.344 -3.172 -4.401
H -3.313 4.141 -2.922
H -3.642 -0.441 2.929
H -3.581 3.067 -0.621
H 0.872 3.703 -1.226
H 4.476 -2.886 -4.317
H -3.390 -2.683 4.020
H 2.492 -0.468 3.898
H 0.592 -3.899 -0.016
H 5.257 -3.030 -2.749
H -0.643 3.753 -0.358
H 4.184 0.099 -0.138
H 3.530 -5.138 -1.379
H -4.372 1.983 -1.714
H -3.135 -0.255 1.238
H 0.981 0.333 -4.013
H -1.425 0.661 3.535
H -4.138 -0.270 -2.438
H 3.353 -2.467 -1.669
H -2.044 2.097 2.335
H -4.373 -1.439 1.706
H 3.352 -7.347 -2.662
H -4.160 -2.279 -0.557
H 3.693 3.118 0.177
H -1.594 3.389 1.230
H 4.502 0.765 1.450
H 1.217 -3.018 -7.024
H -0.611 -6.673 -5.701
H 0.404 -5.297 -7.420
H 1.357 -2.420 0.599
H 5.107 -5.199 -3.995
H 1.925 1.771 -3.639
H 1.638 -3.983 1.408
H -3.240 1.337 -0.510
H 3.348 -5.137 -3.893
H 0.785 4.492 0.340
H 2.818 -1.590 2.598
H -1.733 -4.425 4.553
H 5.275 -5.259 -1.524
H -3.204 -3.158 -1.709
H 3.974 -0.895 1.298
H 2.467 -3.235 -4.997
H 1.447 -5.289 -6.041
H 0.225 -1.672 -5.156
H 1.404 0.688 -2.324
H -0.593 -5.352 -4.536
H -1.526 4.731 -4.507
H -1.618 -5.247 -5.954
H -0.143 -0.402 4.084
H -0.036 1.325 4.355
H 0.510 3.340 -4.626
H 4.211 -7.462 -1.104
H 3.814 1.836 -1.008
H -2.945 -3.432 0.017
H -0.897 3.322 2.831
H -0.533 -3.123 -6.890
H -3.260 -1.522 -3.270
H -2.887 0.177 -3.602
H 2.696 3.170 -1.259
H 0.288 -4.653 3.152
H 1.234 -1.567 3.355
H 5.086 -7.460 -2.627

Results of the Löwdin charge analysis, in e, for atoms 1 through 5: 1.55 0.82 0.04 0.07 -0.04


Molecular formula: C41H64GeI2NO5PTi
Method: DFT, the ωB97M-V functional and the def2-TZVPD basis

Output
⟨S²⟩: 3.76
Lowest unoccupied orbital energy (spin up / spin down) in eV: -2.53 / -6.35
Spin multiplicity: 4
Molar mass in g mol⁻¹: 1056.2
Kohn-Sham gap (spin up / spin down) in eV: 7.21 / 3.46
Net charge: +1

Atoms and positions in Å:
I 1.928 0.138 -1.775
I 4.986 0.330 -2.780
Ge -2.477 1.810 0.800
Ti -0.260 0.050 -0.144
P 2.662 0.214 2.181
O -1.195 2.788 1.632
O -0.876 -1.197 -1.406
O -1.184 1.456 -0.956
O 0.362 -1.710 0.267
O -1.553 0.052 1.291
N -1.517 -2.995 -3.187
C -1.038 -1.758 -5.743
C 2.869 1.141 3.857
C -3.486 -2.034 -6.135
C -0.895 -0.291 3.558
C 3.808 -1.908 0.793
C -2.573 -2.895 -4.067
C -1.861 -2.192 2.223
C 1.963 2.367 3.719
C -1.833 1.697 -2.208
C -2.621 4.775 1.517
C -3.098 0.827 -2.322
C 3.404 3.439 -0.150
C 3.594 1.403 1.136
C -0.152 -4.557 -0.148
C -4.740 -2.500 -5.749
C -1.904 -0.677 2.476
C 4.778 3.461 -0.321
C -3.840 -3.382 -3.714
C 2.531 -2.463 2.840
C 5.556 2.456 0.222
C -1.293 -3.926 -2.203
C -0.536 -5.867 -0.341
C -1.683 -5.254 -2.362
C -0.325 -2.171 -0.735
C 3.554 -1.489 2.241
C -0.933 4.507 3.308
C 4.971 1.427 0.941
C 2.816 2.414 0.566
C -3.324 -0.303 2.911
C -0.200 4.850 0.922
C -1.239 4.202 1.839
C -2.389 -2.226 -5.295
C -4.915 -3.174 -4.549
C -2.214 3.180 -2.298
C -0.557 -3.547 -1.037
C 4.291 1.621 4.139
C -1.328 -6.214 -1.431
C -3.324 -1.358 -7.460
C 2.392 0.288 5.031
C 4.838 -1.563 3.067
C -0.904 1.381 -3.389
H -2.870 -0.199 -2.023
H -2.705 3.373 -3.246
H 4.442 -1.206 0.255
H -3.969 -3.870 -2.761
H 0.964 2.080 3.392
H -1.416 1.638 -4.313
H 0.441 -4.280 0.709
H -3.382 0.762 3.145
H 6.628 2.469 0.089
H 1.408 -0.138 4.858
H -1.322 3.801 -2.228
H -2.854 4.638 0.463
H -0.278 5.931 0.965
H -0.851 -2.526 1.996
H 1.882 2.878 4.676
H -1.048 -0.682 -5.913
H 4.293 -2.883 0.771
H -3.888 1.219 -1.679
H 2.254 -2.192 3.857
H 3.088 -0.517 5.246
H 4.266 2.262 5.019
H 5.595 -0.850 2.752
H 0.806 4.564 1.221
H -5.585 -2.347 -6.402
H 2.329 0.911 5.923
H 5.239 4.260 -0.882
H -2.202 -2.723 3.109
H 4.970 0.803 4.348
H -1.022 -0.895 4.453
H -0.898 -2.192 -3.151
H -0.649 0.322 -3.414
H -2.639 -1.925 -8.088
H -2.899 3.444 -1.489
H -4.028 -0.532 2.110
H 2.954 -3.468 2.864
H 0.011 1.970 -3.334
H -0.783 -2.228 -6.693
H -3.379 4.263 2.110
H -5.894 -3.526 -4.264
H -0.908 5.582 3.454
H 2.795 4.223 -0.579
H 1.731 2.378 0.686
H 4.636 -1.418 4.125
H 5.261 -2.563 2.955
H -1.017 0.761 3.814
H 1.633 -2.482 2.222
H -2.242 -5.537 -3.241
H -2.513 -2.455 1.389
H -0.234 -6.625 0.365
H -1.701 4.080 3.948
H 2.375 3.071 2.999
H -3.601 -0.868 3.796
H 0.031 4.104 3.601
H -0.246 -1.997 -5.040
H -1.640 -7.236 -1.573
H -4.278 -1.288 -7.973
H -3.459 0.815 -3.348
H 0.111 -0.447 3.154
H 4.695 2.203 3.316
H -2.652 5.835 1.749
H -0.367 4.523 -0.103
H 5.604 0.657 1.349
H -2.916 -0.354 -7.348
H 2.860 -2.004 0.262

Results of the Löwdin charge analysis, in e, for atoms 1 through 5: 0.74 0.29 1.19 0.68 1.17


Question: Which of these has the highest molar mass?
Answer: C41H64GeI2NO5PTi